Record 1
Computed, not measured: a cluster of 2 separate species, C3H11N2 in total, with ωB97M-V/def2-TZVPD.

Last column: Löwdin charge in e.
Cartesian coordinates (Å):
1 N -0.73 0.62 0.82  -0.132
2 N 1.24 -0.81 -0.56  0.120
3 C 1.01 -1.04 -2.03  -0.014
4 C -1.72 -0.17 0.75  -0.009
5 C -0.69 1.80 1.68  -0.091
6 H 0.03 -1.44 -2.24  0.094
7 H -1.53 2.48 1.59  0.088
8 H -1.77 -0.88 -0.07  0.073
9 H -0.62 1.59 2.76  0.094
10 H 0.25 2.28 1.39  0.074
11 H 1.66 -1.89 -2.29  0.104
12 H 2.12 -0.32 -0.37  0.165
13 H 0.44 -0.24 -0.16  0.075
14 H 1.44 -1.69 -0.08  0.161
15 H -2.57 -0.08 1.42  0.097
16 H 1.43 -0.22 -2.59  0.102

Properties
- Relative energy (zero: lowest compared OMol25 entry of this formula, charge and spin): 34.2 kcal per mole
- Charge: +1



Record 2
Computed, not measured: the molecule C2H5NO2, with ωB97M-V/def2-TZVPD.

Last column: Löwdin charge in e.
Cartesian coordinates (Å):
1 O -0.78 0.43 -0.64  -0.142
2 O 2.03 -0.87 -0.41  -0.032
3 N 0.36 0.89 -0.18  -0.069
4 C 1.66 0.27 -0.06  -0.281
5 C -1.33 -0.67 -0.02  -0.116
6 H -2.16 -0.67 -0.64  0.067
7 H 2.45 0.82 0.60  0.146
8 H -0.89 -1.66 0.13  0.094
9 H 0.41 1.98 0.15  0.214
10 H -1.75 -0.53 1.07  0.119

Properties
- Relative energy (zero: lowest compared OMol25 entry of this formula, charge and spin): 99.1 kcal per mole
- Structure (SMILES): CONC=O



Record 3
Computed, not measured: a cluster of 2 separate species, C5H14O in total, with ωB97M-V/def2-TZVPD.

Last column: Löwdin charge in e.
Cartesian coordinates (Å):
1 O -0.45 3.59 3.03  -0.087
2 C 0.11 -1.41 -2.50  -0.108
3 C 0.49 -1.45 -1.03  -0.277
4 C 0.45 1.00 -0.35  -0.072
5 C -0.25 -0.73 1.26  -0.099
6 C -0.18 -0.41 -0.22  -0.502
7 H 1.19 1.11 0.46  0.074
8 H -0.07 -2.29 -0.57  0.109
9 H 0.74 -0.89 1.72  0.089
10 H -0.91 -1.00 -2.57  0.078
11 H -0.86 -1.64 1.38  0.081
12 H 0.94 1.22 -1.31  0.075
13 H 0.80 -0.75 -3.04  0.073
14 H -1.23 -0.34 -0.56  0.133
15 H -1.09 3.49 3.76  0.049
16 H 1.56 -1.60 -0.82  0.130
17 H -0.36 1.74 -0.19  0.078
18 H -0.27 2.67 2.73  0.029
19 H 0.12 -2.40 -2.98  0.075
20 H -0.75 0.10 1.79  0.074

Properties
- Relative energy (zero: lowest compared OMol25 entry of this formula, charge and spin): 12.0 kcal per mole
- Structure (SMILES): CCC(C)C.O



Record 4
Computed, not measured: a cluster of 4 separate species, C19H27BrF7N3O4P in total, with ωB97M-V/def2-TZVPD.

Last column: Löwdin charge in e.
Cartesian coordinates (Å):
1 Br 0.82 2.45 0.90  0.665
2 P 0.23 -2.66 -1.00  0.553
3 F 4.87 2.03 -3.30  0.099
4 F 3.60 1.02 0.46  0.013
5 F 5.62 2.35 -1.27  0.151
6 F 5.58 -0.20 -1.53  0.071
7 F 4.10 -1.12 0.15  0.022
8 F 3.87 -0.20 -2.91  0.108
9 F 3.48 2.67 -1.74  0.141
10 O -0.73 -1.66 -0.45  -0.316
11 O -0.68 2.02 -1.32  -0.035
12 O 0.47 -3.91 0.08  -0.191
13 O -0.26 -3.32 -2.45  -0.184
14 N -3.25 4.42 0.90  0.180
15 N -1.08 -7.38 2.05  0.137
16 N 1.52 3.17 4.74  0.151
17 C 0.41 3.38 4.97  -0.240
18 C 0.34 1.63 -0.81  -0.748
19 C 3.44 -0.03 -0.45  -0.412
20 C 0.50 -7.17 -0.02  -0.200
21 C 0.63 -8.49 -0.78  -0.266
22 C 1.98 -0.44 -0.62  -0.247
23 C 4.30 0.33 -1.73  -0.280
24 C -1.10 5.78 3.85  -0.114
25 C -3.55 3.94 -2.85  -0.102
26 C 1.88 -1.83 -1.36  -0.247
27 C 1.29 -9.59 0.05  -0.117
28 C -3.92 4.81 0.05  -0.218
29 C 1.18 0.56 -1.57  -0.180
30 C -1.69 4.40 4.12  -0.277
31 C -0.99 3.67 5.27  -0.198
32 C 4.56 1.88 -1.96  -0.466
33 C -4.74 5.30 -1.05  -0.198
34 C -0.39 -7.28 1.14  -0.237
35 C -4.88 4.27 -2.17  -0.268
36 H 0.42 -0.08 -2.08  0.096
37 H 2.28 -9.29 0.38  0.075
38 H -1.16 6.41 4.74  0.069
39 H -1.18 -3.07 -2.63  0.074
40 H -5.57 4.66 -2.92  0.102
41 H -4.31 6.23 -1.45  0.118
42 H -0.35 -8.83 -1.12  0.110
43 H 1.79 1.01 -2.38  0.106
44 H 1.93 -1.67 -2.48  0.078
45 H 2.66 -2.55 -1.03  0.083
46 H 0.58 -3.55 0.98  0.085
47 H 1.48 -6.82 0.30  0.123
48 H -2.75 4.51 4.37  0.105
49 H -3.10 4.84 -3.27  0.076
50 H 1.24 -8.32 -1.67  0.108
51 H 0.10 -6.40 -0.70  0.104
52 H -5.33 3.35 -1.78  0.112
53 H -0.06 5.72 3.54  0.072
54 H -1.06 4.26 6.18  0.113
55 H -1.64 3.81 3.20  0.085
56 H 0.69 -9.83 0.93  0.070
57 H -1.51 2.73 5.46  0.115
58 H -2.85 3.49 -2.15  0.062
59 H -3.71 3.23 -3.66  0.073
60 H -1.65 6.28 3.05  0.062
61 H 1.39 -10.50 -0.54  0.067
62 H -5.73 5.56 -0.67  0.112

Properties
- Charge: -1



Result set for frontier orbital gap: 10.9 10.3 11.6 5.8 eV, one per record in the order listed.
Result set for total energy: -6262.0993 -7736.4549 -7459.2647 -131157.1632 eV, one per record in the order listed.